17
Properties=species:S:1:pos:R:3:nbo_charge:R:1 method="wB97M-V/def2-TZVPD" total_energy_ha=-309.79189 lumo_ev=1.093 smiles=C[C@]12CC[C@H]1CO2 total_charge=0 homo_lumo_gap_ev=10.484
C 0.104 1.593 -1.264 -0.632
C -0.188 0.369 -0.426 0.283
C -0.774 0.573 0.993 -0.434
C 0.214 -0.489 1.544 -0.398
C 0.834 -0.650 0.138 -0.276
C 0.017 -1.700 -0.638 -0.056
O -0.865 -0.682 -1.154 -0.533
H -0.828 2.107 -1.531 0.221
H 0.726 2.307 -0.710 0.213
H 0.622 1.321 -2.187 0.219
H -0.587 1.572 1.402 0.207
H -1.843 0.355 1.071 0.219
H -0.255 -1.415 1.893 0.203
H 0.891 -0.125 2.317 0.209
H 1.915 -0.535 0.017 0.214
H -0.478 -2.427 0.030 0.159
H 0.439 -2.341 -1.417 0.179

17
Properties=species:S:1:pos:R:3:nbo_charge:R:1 method="wB97M-V/def2-TZVPD" total_energy_ha=-309.70116 lumo_ev=0.728 total_charge=0 homo_lumo_gap_ev=9.628
O -0.670 1.626 0.742 -0.663
C -1.362 0.603 0.262 0.061
C -1.031 -0.747 0.882 -0.439
C 0.500 -0.924 0.881 -0.414
C 1.168 -0.472 -0.426 -0.225
C 0.380 0.203 -1.497 -0.185
C 1.226 1.005 -0.784 -0.442
H -2.411 0.837 0.050 0.195
H -1.420 -0.791 1.906 0.220
H -1.513 -1.548 0.305 0.201
H 0.740 -1.979 1.057 0.213
H 0.927 -0.356 1.713 0.216
H 1.973 -1.135 -0.757 0.206
H 0.106 0.011 -2.527 0.241
H -0.934 0.402 -0.881 0.167
H 2.012 1.686 -1.085 0.245
H 0.311 1.581 0.159 0.403

17
Properties=species:S:1:pos:R:3:nbo_charge:R:1 method="wB97M-V/def2-TZVPD" total_energy_ha=-309.75727 lumo_ev=0.991 smiles="CC(C)=C/C=C/O" total_charge=0 homo_lumo_gap_ev=10.019
C -2.308 -0.716 0.543 -0.639
C -0.876 -0.386 0.298 0.034
C 0.075 -1.143 1.150 -0.662
C -0.525 0.589 -0.508 -0.262
C 0.812 1.131 -0.478 -0.286
C 1.865 0.824 -1.293 0.129
O 3.166 1.416 -1.187 -0.717
H -2.431 -0.372 1.598 0.219
H -2.565 -1.806 0.492 0.210
H -2.963 -0.345 -0.259 0.221
H 1.066 -0.888 0.744 0.236
H 0.058 -0.888 2.162 0.218
H -0.257 -2.256 1.214 0.218
H -1.237 1.297 -1.004 0.214
H 0.831 1.632 0.562 0.226
H 1.919 0.117 -2.019 0.168
H 3.368 1.795 -2.014 0.472

17
Properties=species:S:1:pos:R:3:nbo_charge:R:1 method="wB97M-V/def2-TZVPD" total_energy_ha=-309.79434 lumo_ev=1.055 smiles="O=CCCC1CC1" total_charge=0 homo_lumo_gap_ev=10.846
O 0.840 -1.900 1.275 -0.531
C 1.689 -1.104 0.946 0.448
C 1.601 -0.198 -0.264 -0.521
C 0.576 0.963 0.128 -0.388
C -0.816 0.854 -0.515 -0.239
C -1.270 -0.559 -0.677 -0.442
C -2.099 0.364 0.151 -0.408
H 2.565 -0.937 1.609 0.109
H 2.622 0.146 -0.492 0.217
H 1.282 -0.786 -1.137 0.237
H 1.025 1.933 -0.105 0.220
H 0.450 0.924 1.218 0.208
H -1.030 1.560 -1.320 0.212
H -1.567 -0.906 -1.657 0.211
H -0.663 -1.242 -0.093 0.240
H -3.039 0.690 -0.292 0.213
H -2.166 0.196 1.224 0.214

17
Properties=species:S:1:pos:R:3:nbo_charge:R:1 method="wB97M-V/def2-TZVPD" total_energy_ha=-309.69465 lumo_ev=0.888 total_charge=0 homo_lumo_gap_ev=8.927
C -1.164 -0.190 0.091 -0.579
C -0.439 -1.131 -0.846 0.326
O 0.855 -1.157 -0.703 -0.478
C 1.629 -0.429 0.305 -0.146
C 1.508 1.058 0.181 -0.247
C 0.422 1.773 -0.108 -0.148
C -0.950 1.247 -0.388 -0.442
H -0.863 -0.276 1.146 0.211
H -2.234 -0.397 0.017 0.229
H -1.690 -3.594 0.462 -0.024
H -1.482 -3.244 -0.160 0.014
H 1.414 -0.813 1.312 0.202
H 2.658 -0.722 0.089 0.209
H 2.460 1.573 0.266 0.213
H 0.532 2.848 -0.235 0.208
H -1.091 1.288 -1.480 0.226
H -1.712 1.886 0.078 0.225

17
Properties=species:S:1:pos:R:3:nbo_charge:R:1 method="wB97M-V/def2-TZVPD" total_energy_ha=-309.76723 lumo_ev=0.884 total_charge=0 homo_lumo_gap_ev=9.084
C -0.470 0.017 2.262 -0.607
C -0.655 -0.716 0.935 -0.422
C 0.582 -0.695 0.056 0.075
O 0.388 -1.623 -1.071 -0.470
C 0.341 -1.061 -2.250 0.294
C 0.278 0.430 -2.043 -0.577
C 0.915 0.591 -0.683 -0.453
H -0.259 1.083 2.114 0.204
H 0.355 -0.411 2.845 0.206
H -1.376 -0.057 2.871 0.218
H -1.495 -0.284 0.376 0.203
H -0.907 -1.766 1.123 0.220
H 1.448 -1.090 0.600 0.193
H 1.999 0.595 -0.891 0.213
H 0.809 0.949 -2.845 0.237
H -0.777 0.729 -2.117 0.240
H 0.664 1.514 -0.171 0.226

17
Properties=species:S:1:pos:R:3:nbo_charge:R:1 method="wB97M-V/def2-TZVPD" total_energy_ha=-309.81134 lumo_ev=1.003 smiles="O=CCCC1CC1" total_charge=0 homo_lumo_gap_ev=10.794
O -0.261 3.285 0.415 -0.521
C -1.145 2.510 0.688 0.448
C -1.238 1.116 0.105 -0.513
C 0.124 0.395 0.124 -0.389
C 0.044 -1.119 0.170 -0.227
C 0.228 -1.971 -1.057 -0.421
C 1.315 -1.894 -0.023 -0.418
H -1.944 2.799 1.405 0.105
H -2.006 0.548 0.643 0.209
H -1.592 1.237 -0.929 0.237
H 0.695 0.735 0.997 0.211
H 0.705 0.705 -0.753 0.215
H -0.642 -1.517 0.919 0.208
H -0.333 -2.899 -1.127 0.215
H 0.394 -1.478 -2.012 0.212
H 1.501 -2.762 0.604 0.215
H 2.206 -1.322 -0.269 0.212

17
Properties=species:S:1:pos:R:3:nbo_charge:R:1 method="wB97M-V/def2-TZVPD" total_energy_ha=-309.73355 lumo_ev=0.988 smiles=C[C@H]1O[C@H]2C[C@]21C total_charge=0 homo_lumo_gap_ev=9.327
C 0.654 -1.496 -1.203 -0.632
C -0.090 -1.061 0.035 0.101
O 0.577 -1.298 1.286 -0.524
C 0.353 0.039 1.734 0.019
C 1.036 0.969 0.784 -0.446
C -0.206 0.439 0.231 -0.049
C -1.329 1.288 -0.330 -0.624
H 0.022 -1.325 -2.083 0.214
H 1.580 -0.924 -1.327 0.207
H 0.899 -2.557 -1.152 0.221
H -1.066 -1.568 0.091 0.175
H -0.648 0.297 1.999 0.218
H 1.030 2.006 1.099 0.232
H 1.962 0.628 0.338 0.230
H -1.076 1.496 -1.383 0.222
H -2.316 0.804 -0.333 0.214
H -1.435 2.266 0.156 0.222